Record 1
{
  "formula": "C27H42F2NO7S3",
  "method": "the ωB97M-V functional and the def2-TZVPD basis",
  "elements": ["C", "C", "O", "N", "H", "H", "C", "H", "H", "H", "H", "H", "H", "F", "C", "C", "C", "C", "C", "C", "H", "H", "H", "H", "H", "F", "C", "C", "C", "C", "C", "C", "H", "H", "H", "H", "H", "C", "C", "C", "S", "O", "O", "C", "H", "H", "H", "H", "H", "H", "H", "H", "C", "C", "C", "S", "O", "O", "C", "H", "H", "H", "H", "H", "H", "H", "H", "C", "C", "C", "S", "O", "O", "C", "H", "H", "H", "H", "H", "H", "H", "H"],
  "xyz": [[1.326, -2.865, -1.569], [0.338, -1.864, -2.175], [0.747, -1.406, -3.360], [-0.735, -1.375, -1.337], [-1.367, -2.116, -0.899], [-0.273, -1.070, -0.593], [-1.460, -0.205, -2.031], [0.995, -3.613, -1.156], [1.815, -2.454, -0.670], [2.009, -2.986, -2.407], [-2.189, -0.502, -2.841], [-0.659, 0.529, -2.410], [-1.936, 0.400, -1.405], [-4.493, 0.773, -4.191], [-3.207, 1.368, -4.262], [-3.084, 2.629, -3.788], [-1.823, 3.327, -3.922], [-0.874, 2.634, -4.709], [-1.118, 1.375, -5.375], [-2.281, 0.663, -5.035], [-3.725, 2.952, -3.331], [-1.606, 4.226, -3.599], [0.031, 3.079, -4.878], [-0.321, 0.962, -6.065], [-2.474, -0.290, -5.313], [4.720, -1.950, -3.647], [4.994, -2.057, -2.289], [5.749, -3.043, -1.750], [5.961, -3.061, -0.331], [5.330, -2.162, 0.556], [4.438, -1.266, -0.060], [4.312, -1.176, -1.445], [6.163, -3.843, -2.457], [6.622, -3.725, -0.158], [5.454, -2.170, 1.609], [3.882, -0.422, 0.521], [3.725, -0.502, -2.072], [-4.082, 2.088, 3.767], [-5.200, 2.053, 2.752], [-4.896, 1.217, 1.673], [-3.778, -0.043, 2.223], [-2.675, 0.189, 1.355], [-4.576, -1.201, 2.348], [-3.507, 0.610, 3.773], [-4.301, 2.563, 4.582], [-3.123, 2.715, 3.316], [-5.308, 3.009, 2.423], [-6.114, 1.870, 3.154], [-4.321, 1.722, 0.914], [-5.764, 0.708, 1.315], [-2.430, 0.625, 4.170], [-3.935, 0.004, 4.525], [0.518, 3.902, -0.469], [0.723, 3.208, 0.906], [1.975, 2.489, 1.021], [2.369, 1.930, -0.487], [1.850, 0.596, -0.676], [3.832, 2.111, -0.650], [1.505, 3.293, -1.327], [0.722, 4.865, -0.307], [-0.569, 3.625, -0.541], [-0.122, 2.341, 0.798], [0.522, 3.662, 1.730], [1.953, 1.776, 1.938], [2.516, 3.104, 1.420], [1.164, 2.661, -2.216], [2.352, 3.888, -1.805], [1.260, -3.411, 3.820], [-0.078, -3.889, 3.241], [-0.835, -2.700, 3.075], [0.396, -1.414, 2.651], [0.066, -0.410, 3.636], [0.309, -1.023, 1.281], [1.865, -2.297, 3.017], [1.930, -4.244, 4.069], [0.831, -2.933, 4.872], [-0.473, -4.578, 3.767], [0.181, -4.350, 2.175], [-1.354, -2.164, 3.862], [-1.632, -2.604, 2.298], [2.692, -1.636, 3.316], [2.519, -2.698, 2.130]],
  "forces_ev_per_a": [[2.7, 8.5, -3.6], [5.7, 0.1, -6.5], [-4.2, -1.8, 7.2], [-4.3, -0.7, -4.8], [0.8, 0.9, -1.2], [2.8, 2.5, 5.1], [2.3, -0.9, -3.4], [-4.1, -8.5, 3.4], [0.3, 0.9, -0.6], [0.2, -0.5, 0.6], [1.4, -0.2, 1.0], [-0.9, -1.7, 0.0], [-2.3, 1.7, 3.5], [1.8, 0.6, 0.5], [-1.7, -1.4, -1.5], [13.7, -4.6, -7.5], [-1.5, -7.4, -3.1], [-2.6, -1.2, -0.2], [0.5, 0.3, 1.2], [1.4, 4.0, 0.6], [-12.6, 6.6, 8.6], [0.7, 4.4, 1.9], [2.2, 1.1, -0.5], [-1.2, 0.4, 1.1], [-0.6, -2.7, -1.2], [0.6, -0.3, 1.5], [-1.5, 0.7, -0.1], [0.9, -1.4, -0.2], [-4.4, 4.5, -2.7], [-0.4, -0.6, -2.7], [-0.8, 2.4, 0.6], [0.3, -0.4, -1.2], [-0.3, 1.3, 1.4], [4.4, -4.6, 2.5], [0.3, -0.1, 0.7], [1.1, -1.9, -0.8], [-0.2, 0.3, 1.1], [4.8, -2.4, -6.6], [1.2, 1.9, 2.5], [0.9, -2.0, -2.5], [-2.1, 2.8, -0.8], [2.3, -1.5, -0.9], [0.1, -2.8, 0.0], [2.6, 2.2, 3.6], [-1.3, 2.0, 5.2], [-2.5, -1.3, 0.8], [-0.4, 3.0, -1.1], [-2.6, -1.1, 1.7], [-0.2, 0.1, -0.5], [-0.4, -0.3, -0.8], [-1.1, 0.0, -1.4], [-1.2, -0.8, 0.5], [-2.2, -3.0, 2.4], [-3.7, -6.0, -5.0], [-5.3, -6.4, 1.9], [4.7, 0.2, -0.9], [-0.9, 0.2, -0.7], [-2.2, -0.5, -0.4], [2.1, -2.8, -4.8], [0.2, 4.1, 0.0], [1.1, 1.1, -1.4], [1.7, 1.7, 0.9], [-1.5, 3.5, 4.9], [-0.3, 0.2, -2.1], [7.4, 6.9, 3.1], [-0.3, 1.2, 0.8], [-1.2, -0.4, 1.1], [-0.8, 0.1, 4.5], [5.2, 1.6, -5.9], [-2.2, 3.7, -2.2], [-2.4, 0.7, 0.9], [1.2, 0.5, 0.0], [0.3, 0.1, -1.8], [2.3, -0.9, -2.2], [-0.1, 0.4, -0.1], [1.7, -1.1, -2.1], [-2.7, -4.9, 3.8], [-0.7, 0.7, 1.9], [0.4, -0.7, 1.0], [0.8, -0.6, 0.0], [-0.9, 0.1, 1.3], [-2.1, 0.4, 0.6]],
  "charge": 1,
  "homo_ev": -11.30,
  "total_energy_ha": -3029.0071,
  "gap_ev": 8.176,
  "spin_multiplicity": 1
}

***

Record 2
{
  "formula": "C27H42IrN10SSi3",
  "method": "the ωB97M-V functional and the def2-TZVPD basis",
  "elements": ["Ir", "C", "Si", "C", "C", "C", "Si", "C", "C", "C", "Si", "C", "C", "C", "C", "C", "C", "C", "N", "H", "H", "H", "H", "H", "H", "H", "H", "H", "H", "H", "H", "H", "H", "H", "H", "H", "H", "H", "H", "H", "H", "H", "H", "H", "H", "H", "H", "N", "C", "N", "C", "N", "N", "C", "N", "C", "C", "C", "C", "C", "N", "H", "H", "H", "H", "H", "H", "H", "H", "S", "C", "N", "C", "C", "N", "C", "C", "N", "H", "H", "H", "H", "H", "H"],
  "xyz": [[-0.122, -0.418, -0.905], [-0.353, -2.579, 4.268], [-0.011, -2.261, 2.412], [1.597, -3.210, 1.983], [-1.448, -2.983, 1.389], [0.074, -0.367, 2.091], [-1.388, 0.682, 2.746], [-3.063, -0.219, 2.610], [-0.936, 1.076, 4.565], [-1.726, 2.378, 1.929], [1.804, 0.366, 2.334], [2.629, -0.395, 3.874], [2.069, 2.251, 2.563], [2.813, -0.088, 0.753], [4.201, -0.132, 0.877], [4.991, -0.402, -0.224], [4.371, -0.632, -1.442], [2.989, -0.579, -1.492], [2.238, -0.313, -0.425], [-0.411, -3.648, 4.439], [-1.294, -2.146, 4.584], [0.427, -2.189, 4.910], [1.356, -4.169, 1.538], [2.176, -3.418, 2.876], [2.232, -2.670, 1.289], [-1.166, -3.910, 0.904], [-1.740, -2.280, 0.616], [-2.307, -3.192, 2.016], [-3.084, -1.152, 3.158], [-3.312, -0.427, 1.576], [-3.846, 0.413, 3.018], [-0.752, 0.183, 5.148], [-1.757, 1.613, 5.028], [-0.056, 1.705, 4.627], [-1.872, 2.298, 0.858], [-0.952, 3.112, 2.118], [-2.646, 2.785, 2.342], [2.051, -0.147, 4.758], [3.623, 0.014, 4.020], [2.714, -1.473, 3.827], [1.147, 2.787, 2.757], [2.559, 2.717, 1.713], [2.709, 2.412, 3.426], [4.653, 0.044, 1.839], [6.067, -0.435, -0.136], [4.941, -0.856, -2.328], [2.468, -0.763, -2.421], [-0.706, -2.126, -4.052], [-0.310, -0.889, -4.335], [-0.202, -0.547, -5.608], [0.131, 0.712, -5.887], [0.268, 1.073, -7.152], [0.332, 1.642, -4.927], [0.232, 1.225, -3.690], [-0.063, -0.027, -3.317], [0.456, 2.216, -2.627], [0.636, 3.559, -2.943], [0.814, 4.470, -1.915], [0.823, 4.004, -0.608], [0.625, 2.651, -0.384], [0.440, 1.780, -1.364], [-0.802, -2.776, -4.813], [-0.654, -2.451, -3.099], [0.096, 0.401, -7.882], [0.515, 2.022, -7.379], [0.625, 3.847, -3.982], [0.941, 5.519, -2.128], [0.971, 4.672, 0.227], [0.605, 2.240, 0.610], [2.087, -4.496, -1.471], [1.082, -3.293, -1.289], [0.291, -2.420, -1.158], [-3.572, -2.077, -1.257], [-3.457, -0.603, -1.349], [-2.369, 0.139, -1.215], [-2.759, 1.436, -1.425], [-4.096, 1.478, -1.663], [-4.521, 0.182, -1.608], [-2.626, -2.550, -1.507], [-4.339, -2.429, -1.945], [-3.860, -2.385, -0.252], [-2.066, 2.252, -1.421], [-4.752, 2.300, -1.859], [-5.472, -0.132, -1.734]],
  "forces_ev_per_a": [[2.8, 1.1, -0.4], [0.1, 0.6, -0.7], [-0.1, -1.2, -0.1], [-0.6, 0.7, 0.2], [0.4, 0.4, 0.4], [-0.2, 0.4, -0.8], [-1.0, 0.5, 0.3], [0.8, 0.2, 0.2], [0.0, -0.4, -0.8], [0.4, -0.7, 0.1], [0.9, 0.2, 0.0], [-0.5, 0.0, -0.6], [-0.3, -0.5, -0.1], [-0.1, 0.2, 1.4], [-0.1, 0.0, -0.3], [0.0, 0.0, -0.1], [-0.2, 0.1, 0.2], [0.4, -0.2, -0.5], [-2.3, -0.6, -0.9], [0.0, -0.3, -0.2], [-0.3, 0.1, 0.1], [0.2, 0.1, 0.1], [-0.1, -0.1, -0.1], [0.1, 0.0, 0.2], [0.2, 0.0, -0.2], [0.2, -0.2, -0.1], [-0.1, 0.0, 0.0], [-0.2, 0.0, 0.2], [0.0, -0.3, 0.1], [0.0, 0.0, -0.3], [-0.1, 0.2, 0.1], [0.0, -0.2, 0.2], [-0.2, 0.1, 0.0], [0.2, 0.2, 0.0], [0.0, 0.0, -0.2], [0.2, 0.2, 0.0], [-0.1, -0.1, 0.2], [-0.2, 0.1, 0.2], [0.2, 0.2, -0.1], [0.0, -0.2, 0.0], [-0.2, 0.2, 0.1], [0.0, 0.0, -0.1], [0.1, -0.1, 0.1], [0.1, 0.0, 0.2], [0.1, 0.0, 0.0], [0.0, 0.0, -0.1], [-0.1, 0.0, 0.0], [0.0, -0.2, 0.3], [0.0, 0.4, -0.3], [-0.1, -0.3, -0.5], [-0.2, -0.5, 0.7], [0.0, 0.1, -0.2], [0.2, 0.6, 0.2], [-0.1, -0.6, -0.9], [0.1, 0.0, 1.3], [0.0, 0.5, -0.1], [0.0, -0.4, 0.1], [0.0, -0.2, 0.2], [0.0, -0.1, -0.2], [0.2, 0.4, 0.5], [-1.2, -1.4, 0.5], [0.0, 0.0, 0.0], [0.0, -0.1, -0.1], [0.0, 0.0, 0.0], [0.0, -0.1, 0.0], [0.0, 0.0, 0.0], [0.0, 0.1, 0.0], [0.0, 0.0, 0.1], [0.0, 0.1, 0.1], [-0.1, 0.1, -0.1], [0.4, -0.4, 0.0], [-1.5, 2.2, 0.6], [-0.1, -0.1, 0.0], [-0.2, -0.6, 0.1], [1.4, -1.1, 0.1], [-0.2, 0.6, -0.2], [0.4, 0.2, 0.1], [0.3, -0.1, 0.1], [0.0, 0.0, 0.0], [0.0, -0.1, -0.1], [0.0, 0.0, 0.0], [0.1, 0.1, 0.1], [-0.1, 0.2, 0.0], [0.1, -0.1, 0.0]],
  "charge": 2,
  "homo_ev": [-13.91, -13.30],
  "total_energy_ha": -2972.2260,
  "gap_ev": [6.432, 4.717],
  "spin_multiplicity": 2
}